Density functional theory data (ωB97M-V/def2-TZVPD) for one molecule with the formula C3H2O2 in a non-equilibrium geometry.

Element x y z (Å)
1 C -0.664 0.187 0.167
2 C 0.842 0.108 0.053
3 C 1.985 -0.003 0.010
4 H -2.398 -0.387 -0.052
5 H 3.078 -0.290 -0.144
6 O -1.626 -0.887 -0.010
7 O -1.217 1.271 -0.025

Summary:
Energy above the lowest of the compared OMol25 structures with the same formula, charge and spin in kJ/mol: 165.84
LUMO in eV: 0.067
SMILES string: C#CC(=O)O
Electronic energy in eV: -7235.184



Density functional theory data (ωB97M-V/def2-TZVPD) for C34H43AsOSSb2Y as an isolated structure.

Element x y z (Å)
1 Y -1.694 -0.877 0.436
2 C -1.539 -5.361 0.902
3 Sb -2.882 -3.731 0.962
4 C -3.725 -3.900 2.916
5 C -4.517 -4.469 -0.251
6 C -4.054 -5.032 -1.572
7 C -3.669 -6.372 -1.613
8 C -3.248 -6.969 -2.795
9 C -3.217 -6.224 -3.964
10 C -3.606 -4.892 -3.938
11 C -4.022 -4.276 -2.759
12 C -4.448 -2.834 -2.828
13 Sb -2.807 -1.463 -2.487
14 C -3.528 0.238 -3.553
15 C -1.350 -2.234 -3.820
16 H -2.029 -6.254 1.284
17 H -0.675 -5.124 1.516
18 H -1.222 -5.537 -0.125
19 H -3.837 -4.955 3.161
20 H -4.707 -3.433 2.970
21 H -3.062 -3.424 3.635
22 H -5.284 -3.699 -0.340
23 H -4.946 -5.256 0.372
24 H -3.741 -6.967 -0.710
25 H -2.971 -8.014 -2.808
26 H -2.922 -6.685 -4.896
27 H -3.625 -4.328 -4.864
28 H -5.266 -2.587 -2.150
29 H -4.799 -2.600 -3.835
30 H -3.685 -0.048 -4.592
31 H -2.817 1.063 -3.527
32 H -4.482 0.561 -3.139
33 H -1.782 -2.309 -4.816
34 H -1.064 -3.229 -3.479
35 H -0.479 -1.582 -3.856
36 C -0.647 4.085 6.483
37 C 0.567 3.653 5.965
38 C 0.593 2.839 4.843
39 C -0.607 2.445 4.257
40 C -1.827 2.878 4.769
41 C -1.840 3.702 5.887
42 As -0.470 1.295 2.717
43 C -2.317 1.174 1.967
44 C -3.276 0.309 2.474
45 C -4.377 -0.068 1.691
46 C -4.500 0.407 0.368
47 C -3.551 1.321 -0.148
48 C -2.486 1.709 0.659
49 C -0.487 -0.512 3.496
50 C -0.993 -0.803 4.765
51 C -0.913 -2.096 5.262
52 C -0.334 -3.114 4.515
53 C 0.188 -2.844 3.260
54 C 0.108 -1.543 2.754
55 H -0.665 4.733 7.349
56 H 1.496 3.959 6.428
57 H 1.546 2.520 4.436
58 H -2.770 2.600 4.312
59 H -2.783 4.053 6.285
60 H -3.174 -0.080 3.480
61 H -5.127 -0.734 2.100
62 H -5.343 0.107 -0.243
63 H -3.663 1.714 -1.149
64 H -1.765 2.408 0.241
65 H -1.412 -0.014 5.378
66 H -1.285 -2.308 6.257
67 H -0.251 -4.109 4.933
68 H 0.714 -3.613 2.711
69 H 0.677 -1.313 1.856
70 O 0.174 -0.758 -0.558
71 S 1.735 -0.581 -0.629
72 C 2.175 -1.361 -2.198
73 C 2.382 -0.244 -3.238
74 C 1.616 0.987 -2.753
75 C 1.935 1.088 -1.264
76 H 1.344 -2.029 -2.423
77 H 3.056 -1.974 -2.012
78 H 2.051 -0.581 -4.219
79 H 3.443 -0.009 -3.320
80 H 0.539 0.864 -2.895
81 H 1.921 1.891 -3.278
82 H 1.304 1.731 -0.652
83 H 2.981 1.352 -1.085

Summary:
Energy above the lowest of the compared OMol25 structures with the same formula, charge and spin in kJ/mol: 19.73
LUMO in eV: -9.277
Net charge: +3
Electronic energy in eV: -123771.603



Density functional theory data (ωB97M-V/def2-TZVPD) for one molecule with the formula C7H13F in a non-equilibrium geometry.

Element x y z (Å)
1 C 2.149 -1.111 0.448
2 C 0.771 -0.671 -0.073
3 C 0.890 0.511 -1.091
4 C -0.314 1.134 -0.390
5 C -1.561 0.881 -1.183
6 C -0.174 0.061 0.835
7 C -1.313 -0.510 1.519
8 H 1.986 -1.924 1.234
9 H 2.656 -0.273 0.920
10 H 2.717 -1.443 -0.416
11 H 0.236 -1.486 -0.664
12 H 0.832 0.282 -2.161
13 H 1.699 1.059 -0.814
14 H -0.364 2.188 -0.237
15 H -2.595 1.023 -0.651
16 H -1.605 -0.233 -1.553
17 H 0.541 0.697 1.405
18 H -1.867 0.375 2.029
19 H -1.139 -1.407 2.244
20 H -2.121 -0.857 0.827
21 F -1.426 1.704 -2.230

Summary:
Energy above the lowest of the compared OMol25 structures with the same formula, charge and spin in kJ/mol: 139.98
LUMO in eV: 1.084
SMILES string: C[C@@H]1[C@H](CF)C[C@H]1C
Electronic energy in eV: -10185.392